Entry 1:
Entry from OMol25: a 2-piece molecular cluster, C2H11N2O overall at a distorted geometry (wB97M-V/def2-TZVPD).

## Properties
- HOMO level (eV) = -13.7
- orbital gap (Eh) = 0.3817
- net charge = +1
- E_LUMO (Eh) = -0.121
- energy (Eh) = -267.26823
- energy above the lowest of the compared OMol25 structures with the same formula, charge and spin (eV) = 1.536
- largest force on an atom (eV Å⁻¹) = 4.73

Geometry (Å):
1 C -1.68 1.40 1.21
2 N -1.71 -0.02 0.64
3 H -1.52 1.23 2.35
4 H -0.84 1.81 0.69
5 H -2.60 1.79 1.00
6 H -2.11 -0.69 1.28
7 H -0.83 -0.35 0.30
8 H -2.22 0.12 -0.24
9 N 1.31 0.14 -1.80
10 C 1.57 -0.22 -0.34
11 O 0.66 -1.28 0.26
12 H 1.94 0.93 -2.09
13 H 1.56 -0.66 -2.39
14 H 2.55 -0.50 -0.23
15 H 1.40 0.68 0.30
16 H 0.93 -2.08 -0.22

Entry 2:
Entry from OMol25: C5H9BiMgO3 as an isolated structure at a distorted geometry (wB97M-V/def2-TZVPD).

## Properties
- HOMO level (spin up / spin down) (eV) = -10.6 / -10.6
- multiplicity = 2
- orbital gap (spin up / spin down) (Eh) = 0.2255 / 0.1903
- net charge = +1
- E_LUMO (spin up / spin down) (Eh) = -0.166 / -0.201
- energy (Eh) = -835.94786
- largest force on an atom (eV Å⁻¹) = 4.02

Geometry (Å):
1 O 3.08 0.13 0.02
2 Mg 3.60 1.96 0.60
3 C 2.37 -2.11 -0.23
4 C 2.19 -0.80 0.06
5 O 0.92 -0.27 0.33
6 C -0.24 -1.02 0.01
7 C -1.43 -0.15 0.34
8 O -1.22 1.13 -0.27
9 C -2.39 1.94 -0.30
10 Bi 0.76 1.90 -0.08
11 H 1.65 -2.68 -0.82
12 H 3.12 -2.66 0.33
13 H -0.28 -1.94 0.61
14 H -0.24 -1.29 -1.06
15 H -1.53 -0.01 1.43
16 H -2.34 -0.61 -0.05
17 H -2.09 2.94 -0.65
18 H -3.12 1.51 -0.99
19 H -2.82 2.02 0.71

Entry 3:
Entry from OMol25: C32H44Cl2NO2P3V as an isolated structure at a distorted geometry (wB97M-V/def2-TZVPD).

## Properties
- HOMO level (spin up / spin down) (eV) = -13.0 / -13.0
- multiplicity = 2
- orbital gap (spin up / spin down) (Eh) = 0.2644 / 0.2140
- net charge = +2
- E_LUMO (spin up / spin down) (Eh) = -0.213 / -0.265
- energy (Eh) = -4338.84562
- largest force on an atom (eV Å⁻¹) = 4.97

Geometry (Å):
1 P 1.47 1.02 -1.92
2 C 3.20 1.20 -2.08
3 C 3.82 0.72 -3.26
4 H 3.24 0.12 -3.96
5 C 5.14 1.09 -3.50
6 H 5.62 0.74 -4.42
7 C 5.83 1.88 -2.59
8 H 6.86 2.16 -2.80
9 C 5.23 2.32 -1.41
10 H 5.77 2.93 -0.69
11 C 3.91 1.97 -1.13
12 H 3.41 2.30 -0.22
13 C 0.78 -0.38 -2.74
14 C 1.35 -1.67 -2.61
15 H 2.30 -1.78 -2.08
16 C 0.71 -2.76 -3.21
17 H 1.14 -3.76 -3.10
18 C -0.46 -2.55 -3.95
19 H -0.97 -3.40 -4.40
20 C -0.99 -1.26 -4.14
21 H -1.85 -1.08 -4.77
22 C -0.38 -0.18 -3.52
23 H -0.76 0.84 -3.63
24 C 0.49 2.50 -2.05
25 C 0.62 3.12 -3.30
26 H 1.33 2.70 -4.03
27 C -0.16 4.22 -3.60
28 H -0.09 4.68 -4.59
29 C -1.04 4.73 -2.63
30 H -1.68 5.58 -2.88
31 C -1.13 4.17 -1.36
32 H -1.79 4.57 -0.58
33 C -0.35 3.05 -1.05
34 H -0.37 2.66 -0.04
35 V 0.28 -0.51 1.95
36 C -1.37 -1.78 1.69
37 C -2.15 -1.45 0.63
38 H -1.70 -2.46 2.50
39 C -1.65 -0.38 -0.32
40 O -2.74 0.55 -0.59
41 H -2.40 1.39 -0.94
42 C -0.56 0.27 0.36
43 H -1.26 -0.80 -1.27
44 C 0.69 0.60 0.61
45 Cl -0.76 0.01 3.82
46 Cl 2.45 0.04 2.59
47 P 1.28 -2.71 1.75
48 C 2.08 -3.20 3.33
49 H 1.31 -3.27 4.11
50 H 2.80 -2.43 3.64
51 H 2.59 -4.16 3.23
52 C 0.50 -4.31 1.34
53 H 0.09 -4.28 0.32
54 H -0.32 -4.51 2.04
55 H 1.23 -5.14 1.40
56 C 2.68 -2.65 0.57
57 H 3.11 -1.64 0.57
58 H 2.32 -2.87 -0.43
59 H 3.45 -3.37 0.84
60 P -3.75 -2.26 0.35
61 C -4.14 -3.34 1.71
62 C -3.49 -3.19 -1.16
63 H -4.06 -2.79 2.66
64 H -3.46 -4.20 1.72
65 H -5.18 -3.70 1.58
66 H -3.02 -2.55 -1.92
67 H -4.45 -3.57 -1.52
68 H -2.82 -4.03 -0.94
69 C -5.02 -1.01 0.14
70 H -5.24 -0.54 1.11
71 H -5.93 -1.46 -0.27
72 H -4.60 -0.25 -0.53
73 H 1.21 1.53 0.41
74 C 0.58 2.67 4.90
75 N -0.73 3.09 4.45
76 C -1.66 3.61 5.43
77 C -1.04 3.20 3.12
78 O -0.24 3.10 2.19
79 H 1.02 3.45 5.53
80 H 1.21 2.47 4.01
81 H 0.50 1.74 5.48
82 H -1.82 4.69 5.27
83 H -2.63 3.11 5.35
84 H -1.24 3.46 6.44
85 H -2.13 3.40 2.98

- What is the net charge in the first record?
  +1